Record 1
54
Properties=species:S:1:pos:R:3:lowdin_charge:R:1 method="wB97M-V/def2-TZVPD" homo_ha=-0.4225 total_charge=+1
C 1.66350 -0.09367 -3.45343 0.01
O 0.26780 0.18525 -3.21304 -0.05
C -0.54695 -0.83614 -3.11118 0.02
C -1.93767 -0.66940 -3.32281 -0.17
C -2.78208 -1.81726 -3.36451 0.03
C -4.15005 -1.66207 -3.50773 -0.01
C -4.73155 -0.39045 -3.64199 -0.22
C -6.22310 -0.26839 -3.71485 -0.02
C -3.89148 0.73563 -3.68214 0.00
C -2.52046 0.61733 -3.53815 0.04
H 2.13972 0.87927 -3.59980 0.11
H 2.10427 -0.61472 -2.59155 0.10
H 1.76630 -0.71266 -4.35164 0.11
H -0.08890 -1.82703 -2.99206 0.17
H -2.31174 -2.79883 -3.31624 0.13
H -4.80895 -2.53275 -3.51956 0.13
H -6.53371 0.77524 -3.80812 0.09
H -6.62862 -0.82787 -4.56670 0.10
H -6.68950 -0.68116 -2.81110 0.10
H -4.33929 1.71942 -3.83335 0.13
H -1.85828 1.47656 -3.62598 0.13
C 3.56952 -1.31245 1.36629 -0.06
C 2.81800 -0.07875 0.89366 -0.18
N 1.46750 0.08988 1.60245 -0.14
C 1.72797 0.10031 3.07232 -0.24
C 2.65035 1.04303 3.52748 -0.04
C 2.97469 1.11258 4.88199 -0.06
C 2.36313 0.23673 5.78299 -0.08
C 1.42869 -0.69427 5.32392 -0.05
C 1.10556 -0.76818 3.95214 -0.01
C 0.92810 1.48789 1.23664 -0.36
C -0.30732 1.81867 2.06860 -0.04
C 0.64527 1.60935 -0.24476 -0.07
B 0.45208 -1.06234 1.07453 -0.34
H 0.35243 -1.04539 -0.17396 0.03
H 4.49300 -1.38877 0.77890 0.09
H 3.85882 -1.23311 2.42035 0.09
H 2.99780 -2.23593 1.22256 0.07
H 3.41219 0.82823 1.08105 0.12
H 2.61697 -0.12773 -0.18196 0.09
H 3.11977 1.73517 2.81876 0.11
H 3.71240 1.85666 5.20888 0.11
H 2.62703 0.29374 6.84017 0.11
H 0.94972 -1.37157 6.03800 0.11
H 0.37240 -1.49542 3.59695 0.11
H 1.72744 2.20045 1.49106 0.13
H -0.62831 2.83594 1.80660 0.09
H -1.14521 1.14062 1.85603 0.08
H -0.10247 1.80195 3.14721 0.09
H 0.27733 2.62251 -0.45306 0.10
H 1.53754 1.44842 -0.85733 0.07
H -0.13403 0.91834 -0.58285 0.06
H 0.88261 -2.15072 1.40779 0.03
H -0.65023 -0.87212 1.56254 0.04



Record 2
65
Properties=species:S:1:pos:R:3:lowdin_charge:R:1 method="wB97M-V/def2-TZVPD" homo_ha=-0.4610 total_charge=+1
C -1.39970 -3.32136 -0.88094 -0.08
C -2.37942 -2.44039 -0.09901 -0.20
C -2.60658 -1.06118 -0.69378 -0.16
O -1.39007 -0.49238 -1.28994 -0.02
C -0.86648 0.45903 -0.54743 -0.36
C 0.13170 0.38634 0.32412 -0.05
C 0.88381 -0.87815 0.63529 -0.11
O 1.90109 -0.73969 1.58505 -0.17
C 3.18113 -0.55380 0.98923 -0.06
N 0.26610 1.64232 0.84837 0.08
C 1.21451 2.04471 1.88172 0.02
C 0.45782 2.15543 3.19148 -0.41
O -0.33580 1.32369 3.56955 0.18
F 0.68435 3.26357 3.88026 0.15
C -0.61662 2.49612 0.32904 -0.23
C -0.81381 3.92034 0.67395 -0.09
C -0.79390 4.88146 -0.50379 -0.15
C -1.32444 6.24445 -0.05591 -0.23
O -2.59028 6.13919 0.53782 -0.18
C -2.61832 6.33484 1.94504 -0.09
N -1.30308 1.76185 -0.53003 -0.30
Br -2.73231 2.26879 -1.58412 1.03
H -1.14501 -2.89376 -1.84202 0.07
H -1.85392 -4.27817 -1.06254 0.06
H -0.48387 -3.49600 -0.33184 0.07
H -3.33759 -2.93844 -0.04572 0.12
H -2.07203 -2.31279 0.93298 0.10
H -2.96211 -0.41008 0.09592 0.12
H -3.39211 -1.08944 -1.43893 0.12
H 0.16459 -1.58822 1.02033 0.13
H 1.25770 -1.29696 -0.29533 0.14
H 3.26863 0.45700 0.58726 0.09
H 3.92164 -0.63545 1.77004 0.09
H 3.37990 -1.27510 0.20535 0.10
H 2.07452 1.40714 1.94569 0.12
H 1.58103 3.02968 1.62314 0.14
H -0.09562 4.20182 1.42705 0.12
H -1.78000 3.96906 1.17162 0.13
H 0.22471 5.02119 -0.85021 0.13
H -1.42326 4.56411 -1.31757 0.05
H -0.60038 6.75092 0.57626 0.13
H -1.42458 6.84756 -0.95159 0.13
H -3.24418 5.57824 2.40631 0.09
H -3.07154 7.29394 2.16075 0.09
H -1.63719 6.26004 2.40257 0.09
C 4.89926 -2.93057 3.51823 -0.12
C 5.46826 -4.33117 3.46225 -0.11
O 6.01469 -4.38477 2.14127 0.07
C 6.27881 -3.12025 1.73920 -0.57
O 6.88301 -2.83035 0.76392 0.18
O 5.74697 -2.21655 2.60914 0.03
H 4.94595 -2.48990 4.51075 0.13
H 3.86998 -2.88275 3.15376 0.12
H 6.27165 -4.48647 4.18375 0.14
H 4.71537 -5.10308 3.59692 0.13
C -3.59461 -2.81404 -5.82637 -0.12
C -2.22873 -3.40760 -6.09303 -0.11
O -1.86628 -3.92586 -4.80772 0.06
C -3.00490 -4.15477 -4.11017 -0.57
O -3.05551 -4.74118 -3.08038 0.16
O -4.07524 -3.62481 -4.74895 0.06
H -4.26282 -2.87642 -6.68078 0.13
H -3.54143 -1.77661 -5.48967 0.13
H -2.26153 -4.23098 -6.80765 0.14
H -1.50195 -2.67336 -6.42999 0.13



Record 3
65
Properties=species:S:1:pos:R:3:lowdin_charge:R:1 method="wB97M-V/def2-TZVPD" homo_ha=-0.3013 total_charge=0
C 2.27636 -3.68993 4.21627 0.02
C 1.26378 -3.72011 3.09447 -0.56
O 1.34710 -4.54132 2.25151 0.13
O 0.29453 -2.79780 3.18598 0.01
C -0.18260 -2.32221 1.92193 -0.19
C 0.60586 -1.11167 1.40941 -0.27
C -0.35269 -0.26618 0.52766 -0.42
P 0.34431 0.36358 -1.07661 0.77
C 1.90668 1.29064 -0.78753 -1.00
I 2.72784 1.59754 1.15512 0.82
C 2.49396 1.79844 -1.85142 -0.93
C 1.96506 1.69461 -3.25210 -0.23
I 4.31298 2.91238 -1.72104 0.78
P 0.78421 -1.48373 -2.22092 0.40
O 0.63688 -2.75711 -1.17585 -0.42
Cl 2.83042 -1.47316 -2.71804 0.17
H 3.26055 -3.96581 3.86090 0.09
H 1.97057 -4.44794 4.93990 0.09
H 2.26427 -2.74459 4.75064 0.08
H -1.19406 -1.94195 2.09786 0.10
H -0.28128 -3.09210 1.16229 0.11
H 0.83975 -0.52716 2.29479 0.07
H 1.48358 -1.40363 0.83990 0.08
H -0.78363 0.57162 1.06963 0.07
H -1.20628 -0.87999 0.22823 0.07
H 2.78418 1.56329 -3.95191 0.05
H 1.29385 0.85458 -3.40790 0.00
H 1.39970 2.59544 -3.49089 0.09
H 0.60274 -3.57291 -1.69661 0.05
O -3.87754 -0.07129 1.69539 0.11
C -3.60385 -0.08666 2.86311 -0.47
O -2.39699 -0.49798 3.32525 0.00
C -2.40300 -0.50564 4.76614 -0.14
C -3.51460 0.45419 5.16026 -0.15
C -4.50532 0.28542 4.01558 -0.08
H -2.59078 -1.52628 5.10646 0.13
H -1.42933 -0.18654 5.13136 0.13
H -3.93324 0.24643 6.14345 0.12
H -3.13665 1.47799 5.16543 0.12
H -5.20433 -0.53427 4.19724 0.14
H -5.04017 1.20604 3.80643 0.09
O 3.37373 -0.22921 -6.10937 0.11
C 4.43476 -0.77321 -6.19133 -0.50
O 5.60240 -0.20744 -5.79773 0.02
C 6.70225 -1.07141 -6.12942 -0.16
C 6.09478 -2.45938 -6.25857 -0.16
C 4.69375 -2.14731 -6.77555 -0.07
H 7.14640 -0.72294 -7.06473 0.13
H 7.45176 -1.01654 -5.34311 0.12
H 6.66899 -3.12185 -6.90413 0.11
H 6.02648 -2.92598 -5.27435 0.12
H 4.66433 -2.07785 -7.86394 0.13
H 3.95799 -2.86362 -6.42105 0.12
O -4.67158 3.22521 3.47410 0.11
C -4.88595 3.78249 2.43364 -0.46
O -5.10788 5.11284 2.34308 0.03
C -5.44049 5.46308 0.98745 -0.15
C -4.87010 4.34093 0.13520 -0.15
C -4.99416 3.13914 1.06654 -0.07
H -6.52722 5.53648 0.90627 0.13
H -5.00476 6.43069 0.74923 0.12
H -5.38456 4.21988 -0.81624 0.12
H -3.81683 4.53410 -0.07522 0.12
H -5.96750 2.65334 0.98292 0.14
H -4.19943 2.41436 0.91460 0.11



Record 4
62
Properties=species:S:1:pos:R:3:lowdin_charge:R:1 method="wB97M-V/def2-TZVPD" homo_ha=-0.1766 total_charge=-1
C 2.09879 1.96188 1.09794 -0.18
Si 0.63103 0.74420 1.13688 0.61
C 1.06850 -0.62152 2.39113 -0.17
C 0.30967 -0.04461 -0.55179 -0.22
C 0.72151 0.85348 -1.75287 -0.15
C 1.57330 0.15505 -2.80939 -0.44
F 2.38407 1.14727 -3.37305 0.03
F 2.43087 -0.77221 -2.29682 0.06
C 0.75026 -0.43684 -4.00808 -0.61
O -0.35811 0.06682 -4.30724 -0.05
O 1.29248 -1.38007 -4.62897 -0.05
C -0.84105 1.77602 1.76647 -0.25
C -1.87864 2.21177 0.95565 -0.08
C -2.87578 2.99095 1.53470 -0.10
C -2.84932 3.33742 2.86255 -0.11
C -1.81651 2.89998 3.68750 -0.10
C -0.82305 2.12037 3.12502 -0.11
H 2.95560 1.58029 0.53300 0.04
H 1.70566 2.89303 0.66403 0.03
H 2.34516 2.15885 2.15284 0.02
H 2.05917 -0.36306 2.78936 0.02
H 1.13178 -1.61294 1.92246 0.02
H 0.31800 -0.67731 3.19197 0.02
H 0.87433 -0.99076 -0.54591 0.07
H -0.74232 -0.34637 -0.67788 0.08
H -0.20298 1.17438 -2.25140 0.10
H 1.23936 1.78138 -1.46975 0.10
H -1.89812 1.97014 -0.10566 0.11
H -3.70210 3.38346 0.93907 0.10
H -3.62454 3.95440 3.31623 0.10
H -1.73641 3.16062 4.74152 0.10
H -0.00950 1.78959 3.77603 0.10
C -0.50636 -1.95954 -6.70644 -0.07
C -1.21129 -3.28087 -6.91623 -0.19
O -2.58595 -3.10194 -7.34195 0.04
C -2.76226 -2.81199 -8.61832 -0.62
O -1.90923 -2.70031 -9.46158 0.11
O -4.08229 -2.64434 -8.82820 -0.01
C -4.40772 -2.24494 -10.15425 -0.06
H -1.06944 -1.32577 -6.02771 0.07
H 0.48266 -2.11325 -6.29465 0.06
H -0.40890 -1.41579 -7.65084 0.08
H -1.25921 -3.81995 -5.97056 0.12
H -0.67885 -3.91701 -7.62620 0.12
H -3.96966 -2.91885 -10.88936 0.09
H -4.07294 -1.22252 -10.33099 0.10
H -5.49152 -2.28131 -10.24562 0.09
C 3.94574 -1.38470 7.09232 -0.07
C 3.74455 -0.00560 6.49998 -0.21
O 2.35868 0.25254 6.24191 0.04
C 1.62051 0.58836 7.29247 -0.61
O 2.00328 0.71055 8.42740 0.12
O 0.35822 0.74699 6.86909 0.00
C -0.56579 1.03679 7.91779 -0.04
H 3.48166 -2.14273 6.45958 0.08
H 5.00834 -1.60754 7.19271 0.08
H 3.48399 -1.45956 8.07708 0.07
H 4.24844 0.05676 5.53655 0.12
H 4.16607 0.77130 7.13869 0.12
H -0.23534 1.88739 8.51140 0.09
H -0.70045 0.16000 8.55073 0.10
H -1.51604 1.28220 7.44968 0.09